C29H46P2STi | wB97M-V/def2-TZVPD

## Properties
**<S²>**: 0.76
**E_HOMO (spin up / spin down)**: -10.17 / -10.23 eV
**HOMO-LUMO gap (spin up / spin down)**: 7.03 / 7.25 eV
**2S+1**: 2
**Charge**: +1
**Lowest unoccupied orbital energy (spin up / spin down)**: -0.11536 / -0.10956 Eh
**Energy**: -83342.86718 eV

Atoms and positions in Å:
Ti (0.2173, -0.5715, 1.8294)
C (-0.6877, -2.4316, 2.6104)
C (0.6333, -2.7669, 2.1360)
C (0.8611, -1.1603, 3.8336)
C (-0.5539, -1.4353, 3.6650)
C (1.5855, -1.9658, 2.8642)
C (-1.9689, -3.0420, 2.1578)
H (-1.8974, -3.4380, 1.1366)
H (-2.7949, -2.3201, 2.1831)
H (-2.2658, -3.8846, 2.8005)
C (-1.6768, -0.8934, 4.4781)
H (-2.6396, -1.2502, 4.0964)
H (-1.7104, 0.2046, 4.4883)
H (-1.5983, -1.2315, 5.5209)
C (1.5228, -0.3591, 4.8992)
H (1.6169, -0.9541, 5.8222)
H (0.9793, 0.5573, 5.1501)
H (2.5395, -0.0769, 4.6073)
C (3.0685, -2.0015, 2.7128)
H (3.5420, -2.6612, 3.4567)
H (3.5107, -1.0057, 2.8473)
H (3.3697, -2.3739, 1.7256)
C (0.9752, -3.8133, 1.1344)
H (1.2052, -4.7811, 1.6032)
H (1.8586, -3.5370, 0.5511)
H (0.1483, -3.9920, 0.4421)
C (-1.5153, 0.7711, -4.8782)
C (-1.5610, -0.5677, -4.9132)
C (-0.7890, -1.4767, -5.8225)
C (0.6206, -0.9977, -6.2503)
C (1.5120, -0.5227, -5.1370)
C (1.5564, 0.7142, -4.6173)
C (0.7829, 1.9150, -5.0814)
C (-0.6130, 1.6514, -5.6957)
H (-1.3602, -1.6681, -6.7500)
H (0.5219, -0.2231, -7.0183)
H (-0.7093, -2.4564, -5.3188)
H (-0.4954, 1.2454, -6.7056)
H (-2.2412, 1.3296, -4.2756)
H (-2.3204, -1.0895, -4.3224)
H (-1.1082, 2.6311, -5.8064)
H (0.6818, 2.5934, -4.2160)
H (2.3106, 0.9473, -3.8578)
H (1.3635, 2.4818, -5.8336)
H (1.1175, -1.8561, -6.7346)
H (2.2319, -1.2808, -4.8060)
P (-1.0630, -0.3561, -0.3887)
C (-2.5783, 0.6463, -0.5435)
C (-1.2764, -1.6706, -1.6113)
P (1.8079, 0.1922, -0.0821)
C (0.3289, 0.6017, -1.1439)
C (2.7191, -0.9203, -1.1811)
C (2.8388, 1.6863, -0.0051)
H (-2.5581, 1.4553, 0.2048)
H (-3.4447, -0.0083, -0.3484)
H (-2.6645, 1.0671, -1.5582)
H (-1.3489, -1.2221, -2.6085)
H (-2.2045, -2.2178, -1.4048)
H (-0.4272, -2.3631, -1.5925)
H (3.0267, 2.0715, -1.0178)
H (3.8035, 1.4045, 0.4435)
H (2.3570, 2.4552, 0.6141)
H (0.1301, 1.6801, -1.1594)
H (0.5147, 0.2656, -2.1807)
H (3.7282, -1.0671, -0.7740)
H (2.7938, -0.4513, -2.1712)
H (2.2082, -1.8865, -1.2754)
S (0.1521, 1.9384, 2.3323)
C (-0.8792, 2.9234, 3.3083)
C (-0.9938, 2.7115, 4.6989)
C (-1.7011, 3.6065, 5.4985)
C (-2.2997, 4.7395, 4.9365)
C (-2.1925, 4.9511, 3.5522)
C (-1.5058, 4.0557, 2.7391)
H (-0.4611, 1.8474, 5.1053)
H (-1.7768, 3.4183, 6.5719)
H (-2.8364, 5.4526, 5.5631)
H (-2.6383, 5.8279, 3.0980)
H (-1.3849, 4.2085, 1.6685)